Entry 1:
This record from the Open Molecules 2025 dataset describes a single C4H5N molecule in a non-equilibrium geometry. The level of theory is ωB97M-V/def2-TZVPD.

Element x y z (Å)
N: 0.9821 -0.5917 -0.6746
C: -0.8788 0.6623 -0.4149
C: -0.5654 0.2561 0.8239
C: 0.6592 -0.5868 0.7273
C: 0.0673 0.0912 -1.3293
H: 1.4318 0.0543 1.0989
H: 0.2638 0.2567 -2.3978
H: -0.9522 0.2921 1.8464
H: 0.7405 -1.6180 1.1178
H: -1.7483 1.1838 -0.7977

Summary:
- LUMO energy (alpha / beta): 0.0416 / -0.0892 hartree
- E: -209.988178 Eh
- Kohn-Sham gap (alpha / beta): 7.00 / 7.40 eV
- Spin multiplicity: 3
- Net charge: 0

Entry 2:
This record from the Open Molecules 2025 dataset describes 2 unconnected molecules or ions with the total composition C4H5N2O in a non-equilibrium geometry. The level of theory is ωB97M-V/def2-TZVPD.

Element x y z (Å)
O: 0.8225 1.5463 1.7116
N: 0.6011 -0.7475 1.0405
N: 0.0308 1.1972 -0.7521
C: -0.0757 -1.7855 0.8403
C: 0.5431 0.4535 1.4074
C: 0.2552 2.3724 -1.1252
C: -0.6644 -2.8265 0.4685
H: -1.1963 -2.8595 -0.4052
H: 0.6307 3.1141 -0.4521
H: 0.0406 2.8002 -2.2008
H: -0.2467 0.5243 -1.4701
H: -0.7408 -3.7892 0.9371

Summary:
- LUMO energy: -0.2230 hartree
- E: -339.772811 Eh
- Kohn-Sham gap: 8.58 eV
- Spin multiplicity: 1
- Net charge: +1

Entry 3:
This record from the Open Molecules 2025 dataset describes a molecular structure, C4H5N2O2 in a non-equilibrium geometry. The level of theory is ωB97M-V/def2-TZVPD.

Element x y z (Å)
O: -0.1304 2.2511 -0.3878
O: -0.0263 -2.3205 -0.1762
N: -2.9905 0.0224 0.5811
N: 2.2789 0.0506 0.0876
C: 0.8511 -0.0077 -0.2084
C: -0.1382 1.0713 -0.3019
C: -1.0667 -0.0498 -0.1191
C: -0.0865 -1.1408 -0.1909
H: -3.3036 -0.8870 0.2648
H: 2.7949 -0.1537 -0.7882
H: -3.3076 0.8223 0.0454
H: 2.5512 0.9969 0.4077
H: 2.5738 -0.6550 0.7858

Summary:
- LUMO energy: -0.2421 hartree
- E: -414.927881 Eh
- Kohn-Sham gap: 8.07 eV
- Spin multiplicity: 1
- Net charge: +1

Entry 4:
This record from the Open Molecules 2025 dataset describes a gas-phase ion, C4H5N2O2S (charge -1) in a non-equilibrium geometry. The level of theory is ωB97M-V/def2-TZVPD.

Element x y z (Å)
S: 0.6280 -0.4639 1.9023
O: -3.1023 -1.3340 1.0582
O: 1.4122 -1.1201 -0.9948
N: 0.2118 -1.2570 -0.6145
N: -0.2877 -0.6846 0.4778
C: -0.6557 -1.7319 -1.4522
C: 1.4548 1.1164 1.5527
C: -2.0257 -1.8662 -1.0192
C: -2.4832 -1.4752 0.0899
H: -0.4204 -1.8372 -2.5519
H: 0.6494 1.7674 1.1920
H: -2.7841 -2.3473 -1.6212
H: 1.7939 1.4550 2.4825
H: 1.9161 1.0691 0.5796

Summary:
- LUMO energy: 0.1352 hartree
- E: -813.476374 Eh
- Kohn-Sham gap: 6.36 eV
- Spin multiplicity: 1
- Net charge: -1

Entry 5:
This record from the Open Molecules 2025 dataset describes a gas-phase ion, C4H5N2OS (charge -1) in a non-equilibrium geometry. The level of theory is ωB97M-V/def2-TZVPD.

Element x y z (Å)
S: -1.6666 0.0762 3.7150
O: -1.6002 1.8636 1.8746
N: 1.9263 0.0625 0.9768
N: 1.0341 -0.2702 1.7839
C: 1.2877 0.3403 -0.3616
C: -1.2818 0.7628 2.3045
C: -0.2511 -0.3003 1.2843
C: -0.2255 0.1685 -0.2145
H: -0.8550 -0.5987 -0.6887
H: -0.8047 1.0330 -0.3869
H: 1.8898 1.1947 -0.6881
H: 1.6743 -0.5323 -1.0342
H: -0.7514 -1.3115 1.3518

Summary:
- LUMO energy: 0.1441 hartree
- E: -738.342833 Eh
- Kohn-Sham gap: 7.38 eV
- Spin multiplicity: 1
- Net charge: -1
- Structure (SMILES): [O-]C(=S)[C@H]1CCN=N1

Entry 6:
This record from the Open Molecules 2025 dataset describes 2 unconnected molecules or ions with the total composition C4H5N2P in a non-equilibrium geometry. The level of theory is ωB97M-V/def2-TZVPD.

Element x y z (Å)
P: -2.8102 -0.7766 -0.0740
N: 1.4647 -1.3436 -0.0238
N: 2.3813 0.6327 -0.0752
C: -3.3347 0.7475 0.0096
C: 0.4860 -0.4119 0.1616
C: 2.6163 -0.6412 -0.1015
C: 1.0646 0.8236 -0.0471
H: 0.4656 1.6673 -0.0481
H: -4.2000 0.9517 0.5828
H: -2.9459 1.6169 -0.5113
H: 1.2587 -2.2755 0.3374
H: 3.5536 -0.9909 -0.2104

Summary:
- LUMO energy (alpha / beta): -0.0451 / -0.0290 hartree
- E: -606.086166 Eh
- Kohn-Sham gap (alpha / beta): 7.06 / 8.18 eV
- Spin multiplicity: 1
- Net charge: 0

Entry 7:
This record from the Open Molecules 2025 dataset describes a molecular structure, C4H5N3 in a non-equilibrium geometry. The level of theory is ωB97M-V/def2-TZVPD.

Element x y z (Å)
N: -2.7755 -0.7600 -0.3176
N: 0.3807 0.3672 -0.4547
N: 1.9139 -1.0119 0.4246
C: -1.6208 -0.5220 0.0724
C: -0.4601 0.3122 0.7090
C: 0.0309 1.5778 0.0404
C: 1.7818 -0.2083 -0.4651
H: 2.7248 -1.6736 0.1615
H: 0.6008 2.3427 0.6324
H: -0.6140 1.9294 -0.7471
H: -0.1510 0.3109 1.9087
H: 2.4151 -0.0350 -1.6614

Summary:
- LUMO energy: 0.0269 hartree
- E: -319.482946 Eh
- Kohn-Sham gap: 10.81 eV
- Spin multiplicity: 1
- Net charge: 0

Entry 8:
This record from the Open Molecules 2025 dataset describes a single C4H5N3 molecule. The level of theory is ωB97M-V/def2-TZVPD.

Element x y z (Å)
N: -0.0939 0.6583 0.3035
N: 1.3519 -1.1992 -0.1144
N: -1.1747 0.7886 1.1948
C: -0.2656 0.8618 -1.0751
C: 0.5356 -1.3421 -1.2446
C: -0.0214 -0.2470 -1.7889
C: 0.9089 -0.2452 0.6393
H: -1.3511 -0.1122 1.6302
H: 1.3199 -0.1228 1.6420
H: -1.0147 1.5003 1.8953
H: -0.4574 1.8762 -1.4139
H: 0.3134 -2.3648 -1.5378

Summary:
- LUMO energy (alpha / beta): -0.0003 / -0.0003 hartree
- E: -319.536704 Eh
- Kohn-Sham gap (alpha / beta): 8.34 / 8.34 eV
- Spin multiplicity: 1
- Net charge: 0
- Structure (SMILES): NN1C=C=CN=C1